[1]
DFT (ωB97M-V with the def2-TZVPD basis set) results for a cluster of 5 separate species, C26H48FN2O13P2 in total at a distorted geometry.

The geometry in XYZ format:
```
92
Properties=species:S:1:pos:R:3:forces:R:3
H 11.2413 -2.2614 -1.0159 0.0 -0.1 0.0
H 2.2238 -3.0347 -2.8627 0.1 0.0 -0.1
H 2.2096 -2.3494 -1.2287 -0.1 0.1 0.0
H -1.0599 1.1200 0.8910 -0.1 0.5 0.0
O 2.3395 -4.2329 1.5531 0.0 0.0 0.0
H -6.5299 1.5681 -0.0081 0.4 -0.9 0.9
C 2.8022 -5.5897 1.6439 -0.1 -0.1 0.0
P -4.7426 0.8001 -4.5449 0.4 0.8 -0.4
H 1.3352 0.2238 -6.3046 0.1 0.0 0.0
H -4.3898 3.3241 -0.5193 0.3 -0.1 -0.1
N -4.4899 1.4762 -1.9767 0.0 -0.4 0.2
C -1.3483 6.6101 3.8104 0.0 0.1 0.1
C -2.3684 -2.0421 -0.7082 0.1 0.4 0.7
H 7.6974 -2.3124 2.2488 0.0 -0.1 -0.1
H -3.4681 -5.2200 -0.1243 -0.3 -0.1 0.0
H -0.6627 5.8694 4.2170 0.0 0.0 0.0
C -0.5342 0.1826 2.7414 -0.9 -0.3 -0.2
N -4.1197 1.2969 -0.7174 0.2 0.1 0.0
O 2.8592 -1.2310 -4.7011 0.0 0.0 0.0
C -3.4948 -4.3402 -0.7665 0.2 0.1 0.1
H -2.7507 -4.4756 -1.5532 0.1 0.0 0.0
O -0.6053 6.4475 0.4215 0.0 0.0 0.0
H -3.9768 -0.1458 -5.2501 -0.2 -0.3 0.2
F -4.7305 -4.2556 -1.4008 0.0 -0.1 0.0
C -1.5330 0.9930 1.8662 0.4 0.0 0.1
H -0.2445 6.0217 -1.5184 0.0 0.1 0.0
H -4.2449 -2.6339 0.2137 0.0 -0.1 0.3
H -1.5736 -1.7262 -0.0318 0.1 0.0 -0.1
O 8.9146 -3.0264 -0.0020 0.0 0.0 0.0
C -3.4905 -0.6397 -2.4376 -0.1 0.1 0.1
C 1.6524 0.9606 -5.5697 0.0 0.1 -0.1
H 0.1679 -0.3277 2.0857 0.3 0.1 0.2
H -5.2869 -0.0963 2.5052 0.1 -0.1 -0.2
C -3.8505 0.0674 4.1523 -0.2 0.3 -0.2
H 4.1457 -1.2181 0.0043 0.1 -0.1 0.1
C -0.5627 5.4833 -0.6315 0.0 0.0 -0.1
O 9.5656 -1.0384 -0.8539 0.0 0.0 0.0
C 3.6684 -1.0751 0.9718 0.0 0.3 -0.1
C -5.9562 2.3161 0.5386 0.2 -0.2 0.2
O -0.9687 6.9688 2.4776 0.0 0.0 0.0
H -2.3673 6.2280 3.8282 0.0 -0.1 0.0
H 3.5973 -2.0499 -2.2928 0.0 0.0 -0.1
O 2.7440 -2.1333 1.2425 -0.1 0.0 0.0
H -6.4196 4.1127 1.5876 1.1 -0.2 0.9
H -6.0714 0.3429 -4.5598 0.1 -0.2 0.1
C 3.3009 -3.3484 1.3000 0.0 -0.1 0.1
H 6.4893 -2.4854 0.9366 0.1 -0.1 0.0
H 2.6995 1.2113 -5.7230 0.0 -0.1 0.0
H 4.4173 -1.0069 1.7539 0.0 -0.1 0.0
H -1.5500 5.0546 -0.7989 0.0 0.0 0.0
H 0.1541 4.6964 -0.4030 0.0 0.0 0.0
H 1.9236 -6.1923 1.8516 0.0 0.1 0.0
C -3.4885 0.2223 -0.2207 0.0 0.4 0.2
O 1.4427 0.4674 -4.2382 0.0 0.0 0.0
H -4.5820 0.4630 4.8561 0.0 -0.2 0.1
H 1.0434 1.8549 -5.6578 0.0 0.0 0.1
C -0.9790 5.9721 1.6044 0.0 0.1 0.0
C -4.5044 2.4449 0.1219 -0.8 1.6 -1.0
H -4.5283 1.4835 2.7287 -0.2 0.0 -0.1
O 4.4665 -3.5976 1.1443 -0.1 0.1 0.0
C -4.3497 0.4074 2.7358 0.3 1.1 0.1
H 6.4849 -1.0621 1.9869 0.1 0.2 -0.1
C -6.5376 3.0362 1.5070 0.0 -0.1 -0.4
C -3.1190 -0.8116 -1.1252 0.0 0.1 -0.2
H -3.8222 2.5759 0.9539 0.0 -0.4 0.1
P -3.0161 -0.0398 1.5646 0.1 -1.7 0.2
H -3.7213 -1.0011 4.3063 0.1 0.0 0.1
H 3.5202 -5.6938 2.4540 0.1 0.0 0.0
H -2.8004 -3.3098 0.9981 -0.1 0.1 0.1
C 2.5172 -2.1792 -2.2570 0.0 -0.2 0.1
H -1.8754 -2.4796 -1.5753 -0.2 0.0 -0.1
H -1.2894 7.5231 4.3936 0.0 0.0 -0.1
C 2.1255 -0.6421 -3.9567 0.0 0.0 0.0
H -1.0915 -0.6023 3.2558 0.2 0.0 0.2
H 3.0990 -0.1498 0.9488 -0.2 -0.1 0.0
O -1.2760 4.8246 1.8425 -0.1 -0.1 0.0
O 7.9770 -1.0641 0.6078 -0.1 0.1 0.0
C 7.1165 -1.7919 1.4895 0.0 -0.1 0.1
C -4.1879 0.5091 -2.8104 -0.3 -0.2 -0.5
H 3.2525 -5.9031 0.7046 0.1 0.0 0.0
H 10.0430 -2.4318 -2.3241 0.0 0.0 0.1
H 11.0508 -0.9699 -2.2231 0.0 0.1 0.0
O 1.8485 -0.9917 -2.6956 -0.1 0.0 0.1
H -7.1761 2.5272 2.2214 -1.2 0.4 -0.8
H -0.0539 0.7916 3.5019 0.2 0.1 -0.2
H -1.7444 1.9596 2.3254 -0.1 0.1 -0.3
C 8.8290 -1.8294 -0.0761 0.0 0.0 0.0
C 10.5327 -1.7323 -1.6496 0.1 0.0 -0.1
H -2.9268 0.6089 4.3577 0.1 -0.2 0.0
H -3.2563 -1.3886 -3.1838 0.0 0.0 0.0
C -3.2595 -3.0667 0.0439 0.2 -0.2 -0.7
O -4.5215 2.1800 -5.0000 -0.1 0.1 0.1
```
Forces are in eV/Å.

Results
HOMO level: -11.66 eV
charge: +1
orbital gap: 7.2 eV

[2]
DFT (ωB97M-V with the def2-TZVPD basis set) results for a structure of composition C26H48NdOP2 at a distorted geometry.

The geometry in XYZ format:
```
78
Properties=species:S:1:pos:R:3:forces:R:3
H 0.1315 -1.4436 -1.9072 -0.5 0.2 0.5
H -3.5183 -2.0672 -2.0933 -0.1 0.0 -0.4
Nd 0.6565 0.5027 1.2393 2.6 -2.3 1.6
H -4.6408 -0.7695 -2.4761 0.1 -0.1 0.0
O -0.0113 0.7089 3.2559 -0.1 -0.3 -0.5
H 2.2524 -3.0793 2.0738 0.0 0.2 0.2
C -0.0223 -0.9126 5.0485 0.2 -0.2 0.3
H 0.1159 4.5691 -0.0720 0.4 -0.3 -0.2
H 0.4372 3.1095 -3.0071 0.0 -0.2 0.2
H 1.1277 3.6438 1.0545 0.0 0.1 -0.4
H -1.8849 2.8439 -0.0342 -0.1 -0.5 0.2
H -1.3510 1.7422 1.2355 0.0 0.6 -0.5
H 2.4847 -2.2371 -1.7280 -0.2 0.0 0.3
C 3.3926 0.9598 0.6466 -0.5 -0.7 -0.2
H -3.1013 -3.2069 -5.6403 -0.2 -0.1 0.8
H -3.3595 -0.5089 1.3449 0.4 -0.3 -0.1
H 3.9644 2.7613 -0.4218 0.0 -0.1 0.2
H -0.3568 2.5342 5.2820 0.2 -0.3 -0.1
H 1.1662 1.6128 5.5382 -0.5 -0.1 0.0
H 4.3212 0.2113 3.7162 -0.1 0.0 0.0
C -3.6643 -1.1947 -2.7449 -0.7 -0.5 1.3
H -3.2175 -1.6969 0.0442 0.4 0.3 -0.1
C -2.5613 -0.1551 -2.5432 1.8 -0.3 -2.8
H -1.5448 0.5178 4.6219 0.1 -0.1 -0.2
H 1.3755 -1.8686 3.0374 0.4 -0.1 -0.2
C -0.4446 0.4644 4.6008 -0.1 0.6 -0.2
C 0.8779 3.7689 -0.0173 -0.2 -0.1 0.3
H -1.2521 -0.2209 -4.2735 0.3 0.6 0.7
H 3.8123 -0.4769 -2.3650 -0.2 0.4 0.2
H 2.2932 0.4501 -2.4329 0.3 -0.1 0.1
H -0.4053 -1.6829 4.3783 0.0 0.0 0.0
C 2.3554 -2.4034 -0.6480 -0.1 -0.6 -0.3
H -1.6817 -4.4906 -4.2249 0.0 0.6 -0.4
C -0.3446 2.6809 -2.3721 -0.2 0.2 -0.1
C 2.3441 -2.0902 2.5423 -0.1 -0.6 0.4
C -2.8831 -2.8222 -4.6250 0.1 -0.2 0.2
H 1.8070 4.0472 -0.5561 -0.6 -0.1 0.3
C 2.6279 -1.1557 0.1198 0.2 0.8 0.7
C -1.3566 1.8874 0.1186 -0.1 1.0 1.2
H -1.7878 -1.3227 1.0598 -0.3 0.0 -0.2
H 4.0061 1.8182 3.0785 -0.1 -0.2 0.1
H 0.3159 -1.7692 -3.5882 -0.5 0.2 0.3
C -3.7083 -1.6063 -4.2359 0.3 0.2 -0.2
H -0.7639 1.8052 -2.8716 0.1 -0.2 -0.1
C -2.6776 -0.8931 0.5667 0.2 0.1 1.4
C -3.9632 1.3154 -0.4033 -0.3 0.2 -0.1
C 3.5765 0.8179 3.1890 0.2 0.1 0.8
C 2.7469 -1.0650 1.5461 0.1 1.2 -0.3
H -4.6749 1.1092 -1.2122 0.3 -0.1 0.1
H 3.8189 1.2735 -2.0470 -0.1 -0.3 0.0
C 3.9841 2.3256 0.5856 0.3 0.6 0.0
C 3.0453 0.0904 -0.4319 -0.1 -0.2 0.7
H 1.0701 -0.9950 5.0881 -0.1 0.0 0.0
H -3.8166 2.4039 -0.3468 -0.2 -0.4 -0.1
H 2.7073 0.9103 3.8475 0.1 0.0 0.0
H 5.0361 2.3196 0.9222 -0.3 0.0 -0.2
H 3.0942 -2.1588 3.3458 -0.3 -0.1 -0.2
H -4.4316 0.9765 0.5354 0.2 0.3 -0.3
C 0.0609 1.5516 5.5428 0.1 0.1 0.2
H -3.3524 -0.7514 -4.8336 -0.4 -0.2 0.1
C -0.4780 -1.6414 -2.8198 0.0 -1.0 -1.1
H -1.7155 -3.0988 -1.7374 0.2 -0.1 -0.3
C 3.2384 0.2447 1.8647 -0.6 -0.6 -0.8
H -4.7550 -1.7893 -4.5286 0.3 -0.1 0.1
H 1.3415 -2.8080 -0.4820 0.3 0.1 -0.1
C -1.3581 -0.5524 -3.2323 -0.5 1.3 -0.4
C -1.9617 -3.4778 -3.9011 -0.1 -0.2 -0.3
P -2.3197 0.4700 -0.5861 -1.7 -0.1 -0.3
H 3.0709 -3.1979 -0.3717 -0.3 0.3 0.0
H -0.4169 -1.1230 6.0477 0.1 0.0 -0.1
H 3.4518 3.0125 1.2660 0.3 -0.1 -0.3
P 0.2801 2.1699 -0.7416 -0.2 1.7 -1.5
C 3.2488 0.3470 -1.8867 -0.1 0.2 -0.6
H -0.3150 -3.7586 -2.6363 -0.5 0.0 0.4
H -0.2763 1.3287 6.5679 0.2 0.1 -0.3
H -1.1304 3.4375 -2.2621 0.1 -0.1 0.1
C -1.1596 -3.0484 -2.6928 0.6 0.0 0.7
H -2.9733 0.7964 -2.9204 0.2 -0.1 -0.3
```
Forces are in eV/Å.

Results
HOMO level (spin up / spin down): -8.43 / -8.40 eV
multiplicity: 4
expectation value of S²: 3.76
charge: +1
orbital gap (spin up / spin down): 4.9 / 5.1 eV

Number 1: calculated total energy -2889.375839 hartree. Number 2: calculated total energy -2338.455283 hartree.